Entry from the OMol25 dataset: an isolated molecule of C21H31N3O7 (wB97M-V/def2-TZVPD).

Atoms and positions in Å:
C1 -2.14 1.76 0.20
C2 -1.64 1.28 -1.15
H1 -2.24 1.73 -1.96
H2 -0.59 1.55 -1.30
O1 -1.81 -0.14 -1.25
C3 -0.75 -0.88 -1.63
O2 0.35 -0.44 -1.89
N1 -1.05 -2.19 -1.67
C4 -2.30 -2.74 -1.19
H3 -2.75 -2.01 -0.51
C5 -2.06 -4.06 -0.45
H4 -2.21 -4.91 -1.11
H5 -2.75 -4.13 0.39
C6 -0.62 -4.14 0.07
N2 -0.25 -3.00 0.90
C7 -1.03 -2.30 1.76
O3 -2.19 -2.57 2.01
C8 -0.32 -1.12 2.34
C9 0.48 -0.36 1.49
C10 1.10 0.81 1.93
C11 0.93 1.19 3.26
C12 0.14 0.43 4.11
C13 -0.50 -0.71 3.67
C14 -1.35 -1.52 4.62
O4 -1.61 -0.88 5.84
H6 -2.16 -0.11 5.68
H7 -0.82 -2.45 4.87
H8 -2.29 -1.80 4.12
H9 0.03 0.73 5.15
H10 1.42 2.08 3.61
C15 1.95 1.69 1.07
O5 2.48 2.69 1.53
N3 2.15 1.30 -0.21
H11 1.58 0.57 -0.63
C16 2.87 2.12 -1.14
H12 3.37 2.91 -0.59
H13 3.62 1.52 -1.67
C17 1.93 2.72 -2.20
O6 2.72 3.47 -3.07
C18 2.05 3.87 -4.25
H14 1.16 4.46 -4.02
H15 1.75 2.99 -4.83
H16 2.76 4.46 -4.82
O7 0.87 3.46 -1.65
C19 1.25 4.59 -0.88
H17 2.02 5.17 -1.39
H18 1.61 4.30 0.11
H19 0.35 5.20 -0.77
H20 1.42 1.91 -2.74
H21 0.59 -0.67 0.47
H22 0.72 -2.74 0.85
C20 0.33 -4.17 -1.13
H23 0.33 -5.17 -1.56
C21 -0.12 -3.16 -2.20
H24 0.74 -2.60 -2.60
H25 -0.61 -3.68 -3.03
H26 1.35 -3.96 -0.80
H27 -0.50 -5.06 0.66
H28 -2.99 -2.89 -2.02
H29 -1.56 1.30 1.00
H30 -2.02 2.84 0.26
H31 -3.19 1.51 0.33

Results
SMILES: CCOC(=O)N1CCC(NC(=O)c2cc(C(=O)NCC(OC)OC)ccc2CO)CC1
E_HOMO: -9.2 eV
Kohn-Sham gap: 9.7545 eV
E: -41084.3719 eV

These are the natural (NBO) partial charges, in e, on atoms 1 to 2:
1 C -0.627
2 C -0.082

Entry from the OMol25 dataset: an isolated molecule of C21H31N5S at a distorted geometry (wB97M-V/def2-TZVPD).

Atoms and positions in Å:
C1 5.11 -0.73 -0.24
C2 4.66 -2.01 -0.14
S1 2.95 -2.09 -0.10
C3 2.83 -0.37 -0.24
C4 4.06 0.21 -0.30
H1 4.21 1.27 -0.37
C5 1.50 0.34 -0.22
C6 1.08 0.42 1.21
N1 1.26 1.47 1.97
N2 0.84 1.13 3.18
N3 0.40 -0.06 3.20
N4 0.54 -0.56 1.97
C7 0.09 -1.90 1.64
H2 0.30 -2.04 0.58
C8 -1.41 -2.05 1.95
C9 -1.45 -2.77 3.30
C10 -0.30 -3.76 3.18
H3 0.00 -4.17 4.14
H4 -0.59 -4.59 2.53
C11 0.81 -2.94 2.53
H5 1.50 -3.55 1.95
H6 1.38 -2.41 3.30
H7 -2.41 -3.25 3.48
H8 -1.25 -2.06 4.10
H9 -1.92 -1.09 1.98
H10 -1.87 -2.66 1.18
N5 0.51 -0.34 -1.05
C12 0.91 -0.53 -2.43
C13 0.69 0.71 -3.30
C14 -0.78 1.10 -3.26
H11 -0.95 1.99 -3.87
H12 -1.37 0.28 -3.69
C15 -1.27 1.35 -1.82
C16 -0.85 0.15 -0.95
H13 -1.06 0.37 0.10
H14 -1.49 -0.70 -1.23
C17 -0.75 2.71 -1.32
C18 -1.34 3.13 0.03
C19 -2.86 3.18 -0.05
C20 -3.42 1.84 -0.51
C21 -2.81 1.44 -1.85
H15 -3.22 0.47 -2.17
H16 -3.10 2.18 -2.60
H17 -3.21 1.07 0.24
H18 -4.50 1.90 -0.61
H19 -3.28 3.44 0.93
H20 -3.16 3.95 -0.76
H21 -1.03 2.44 0.81
H22 -0.95 4.11 0.30
H23 0.34 2.70 -1.24
H24 -1.02 3.46 -2.06
H25 1.32 1.53 -2.94
H26 0.99 0.48 -4.33
H27 1.96 -0.83 -2.46
H28 0.31 -1.35 -2.82
H29 1.70 1.39 -0.52
H30 5.23 -2.92 -0.09
H31 6.15 -0.46 -0.28

Results
SMILES: c1csc([C@H](c2nnnn2C2CCCC2)N2CCCC3(CCCCC3)C2)c1
E_HOMO: -8.7 eV
Kohn-Sham gap: 9.2404 eV
E: -40565.6663 eV

These are the natural (NBO) partial charges, in e, on atoms 1 to 2:
1 C -0.252
2 C -0.404

Entry from the OMol25 dataset: a structure of composition C21H31N7O9Sm at a distorted geometry (wB97M-V/def2-TZVPD).

Atoms and positions in Å:
Sm1 -4.14 -5.58 -13.04
O1 -4.44 -9.68 -11.38
C1 -4.44 -8.68 -12.06
O2 -4.73 -7.44 -11.68
C2 -4.11 -8.92 -13.58
N1 -3.33 -7.92 -14.32
C3 -3.72 -7.89 -15.75
C4 -3.36 -6.57 -16.45
N2 -3.94 -5.40 -15.82
C5 -3.27 -4.16 -16.14
C6 -1.99 -3.89 -15.26
N3 -2.24 -3.88 -13.81
C7 -1.02 -4.18 -13.03
C8 -0.62 -5.65 -12.86
N4 -1.59 -6.57 -12.24
C9 -1.39 -7.91 -12.80
C10 -1.95 -8.04 -14.26
C11 -1.63 -6.43 -10.77
C12 -2.23 -5.12 -10.32
O3 -1.94 -4.75 -9.22
O4 -3.15 -4.62 -11.13
C13 -2.80 -2.55 -13.39
C14 -4.26 -2.43 -13.88
O5 -4.69 -1.33 -14.31
O6 -4.93 -3.47 -13.75
C15 -5.37 -5.31 -16.21
C16 -6.43 -6.14 -15.35
O7 -7.53 -6.39 -15.84
O8 -5.98 -6.42 -14.20
H1 -5.13 -9.06 -14.02
H2 -3.70 -9.90 -13.59
H3 -4.78 -8.13 -15.91
H4 -3.16 -8.73 -16.25
H5 -3.78 -6.60 -17.47
H6 -2.28 -6.45 -16.47
H7 -3.91 -3.32 -16.01
H8 -2.91 -4.19 -17.24
H9 -1.53 -2.89 -15.52
H10 -1.26 -4.59 -15.53
H11 -1.15 -3.55 -12.12
H12 -0.12 -3.71 -13.50
H13 0.41 -5.72 -12.47
H14 -0.41 -6.00 -13.86
H15 -2.02 -8.64 -12.22
H16 -0.33 -8.11 -12.77
H17 -1.62 -9.02 -14.65
H18 -1.55 -7.27 -14.96
H19 -0.74 -6.62 -10.23
H20 -2.43 -7.05 -10.37
H21 -2.11 -1.74 -13.76
H22 -2.76 -2.60 -12.32
H23 -5.51 -5.56 -17.25
H24 -5.64 -4.30 -16.03
C17 -7.46 0.30 -13.28
N5 -7.37 -1.06 -12.73
C18 -7.89 -2.17 -13.28
C19 -7.73 -3.40 -12.74
C20 -6.86 -3.47 -11.62
N6 -6.35 -2.41 -11.02
C21 -6.62 -1.17 -11.55
O9 -6.25 -0.12 -11.07
N7 -6.32 -4.72 -11.27
H25 -6.52 0.69 -13.63
H26 -7.66 0.92 -12.42
H27 -8.30 0.28 -13.98
H28 -8.37 -1.94 -14.24
H29 -8.10 -4.38 -13.11
H30 -6.89 -5.47 -11.57
H31 -5.88 -4.79 -10.32

Results
E_HOMO (alpha / beta): -5.9 / -5.9 eV
Kohn-Sham gap (alpha / beta): 7.9045 / 7.9072 eV
2S+1: 6
Net charge: -1
E: -69050.8817 eV

These are the natural (NBO) partial charges, in e, on atoms 1 to 2:
1 Sm 1.949
2 O -0.658

Entry from the OMol25 dataset: a structure of composition C21H31N8OV at a distorted geometry (wB97M-V/def2-TZVPD).

Atoms and positions in Å:
V1 0.20 0.03 0.73
C1 -1.27 3.86 -2.68
N1 -2.10 2.99 -1.86
C2 -3.50 3.39 -1.72
C3 -4.04 2.33 -0.78
N2 -2.83 1.94 -0.06
C4 -2.91 1.00 1.03
C5 -1.71 2.22 -0.80
N3 -0.53 1.77 -0.47
C6 0.69 2.39 -1.04
C7 1.85 1.90 -0.19
N4 1.95 0.43 -0.31
C8 2.89 -0.18 -0.98
N5 3.12 -1.51 -0.83
C9 2.33 -2.40 -0.01
C10 3.99 -2.02 -1.87
C11 4.71 -0.76 -2.31
N6 3.75 0.29 -1.95
C12 4.11 1.67 -2.22
H1 -1.88 4.20 -3.52
H2 -0.42 3.34 -3.11
H3 -0.92 4.74 -2.14
H4 -3.99 3.37 -2.69
H5 -3.59 4.39 -1.31
H6 -4.48 1.48 -1.31
H7 -4.78 2.72 -0.08
H8 -3.75 1.29 1.66
H9 -2.02 1.05 1.65
H10 -3.07 -0.02 0.70
H11 0.66 3.48 -1.01
H12 0.88 2.07 -2.07
H13 1.63 2.14 0.85
H14 2.76 2.43 -0.42
H15 2.03 -1.90 0.91
H16 2.95 -3.25 0.27
H17 1.43 -2.76 -0.52
H18 3.43 -2.48 -2.68
H19 4.67 -2.77 -1.46
H20 4.91 -0.74 -3.38
H21 5.66 -0.61 -1.78
H22 4.80 1.66 -3.06
H23 4.61 2.15 -1.37
H24 3.25 2.26 -2.52
O1 0.11 -0.37 2.58
C13 -0.47 -1.32 3.32
C14 -0.36 -1.28 4.71
C15 -0.94 -2.24 5.51
C16 -1.67 -3.29 4.94
C17 -1.80 -3.34 3.58
C18 -1.21 -2.37 2.75
C19 -1.38 -2.46 1.30
N7 -0.94 -1.60 0.38
C20 -1.38 -2.08 -0.86
C21 -2.07 -3.23 -0.68
N8 -2.06 -3.45 0.69
H25 0.21 -0.46 5.14
H26 -0.83 -2.18 6.59
H27 -2.13 -4.05 5.56
H28 -2.37 -4.15 3.14
H29 -1.15 -1.56 -1.77
H30 -2.56 -3.89 -1.37
H31 -2.48 -4.23 1.15

Results
E_HOMO (alpha / beta): -9.2 / -10.3 eV
Kohn-Sham gap (alpha / beta): 7.4575 / 8.5246 eV
2S+1: 4
Net charge: +1
E: -61933.2453 eV

These are the natural (NBO) partial charges, in e, on atoms 1 to 2:
1 V 1.254
2 C -0.406

Entry from the OMol25 dataset: a structure of composition C21H32AlNO2P2 at a distorted geometry (wB97M-V/def2-TZVPD).

Atoms and positions in Å:
C1 -3.27 2.96 -0.21
C2 -2.27 2.09 0.18
N1 -1.22 1.87 -0.64
C3 -1.14 2.51 -1.83
C4 -2.13 3.38 -2.26
C5 -3.21 3.61 -1.42
C6 -2.51 1.18 1.34
P1 -1.00 0.41 2.00
Al1 0.26 0.51 -0.09
P2 0.89 0.71 -2.41
C7 0.05 2.31 -2.72
O1 -4.33 -0.96 0.14
O2 -2.43 -1.12 -2.10
H1 -4.09 3.09 0.48
H2 -2.01 3.85 -3.24
H3 -3.97 4.31 -1.72
C8 -0.55 1.52 3.36
C9 -1.65 -1.12 2.77
H4 -0.25 2.28 -3.77
H5 0.82 3.09 -2.61
H6 -3.13 0.37 1.09
H7 -3.07 1.70 2.14
C10 2.61 0.98 -2.90
C11 0.12 -0.36 -3.69
H8 -1.88 -1.59 -1.31
H9 -3.02 -1.81 -2.45
H10 -3.80 -0.89 -0.68
H11 -5.05 -0.34 -0.02
H12 1.39 1.54 0.54
H13 -0.86 -1.46 -0.53
H14 -1.40 1.57 4.04
H15 0.33 1.15 3.87
H16 -0.34 2.50 2.92
H17 -2.12 -0.86 3.72
H18 -2.37 -1.58 2.10
H19 -0.84 -1.82 2.94
H20 0.22 0.17 -4.64
H21 0.65 -1.30 -3.73
H22 -0.92 -0.54 -3.41
H23 2.64 1.16 -3.98
H24 3.00 1.84 -2.35
H25 3.20 0.10 -2.66
C12 3.59 -2.44 3.70
C13 2.51 -1.55 3.80
C14 1.88 -1.09 2.65
C15 2.24 -1.51 1.36
C16 1.53 -1.12 0.16
C17 1.80 -1.85 -0.98
C18 2.93 -2.69 -1.09
C19 3.73 -2.97 -0.01
C20 3.35 -2.44 1.26
C21 4.01 -2.86 2.44
H26 4.09 -2.79 4.60
H27 2.15 -1.23 4.76
H28 1.05 -0.38 2.72
H29 1.13 -1.81 -1.84
H30 3.19 -3.12 -2.05
H31 4.60 -3.63 -0.07
H32 4.86 -3.54 2.35

Results
E_HOMO: -6.2 eV
Kohn-Sham gap: 6.1650 eV
E: -53055.0148 eV

These are the natural (NBO) partial charges, in e, on atoms 1 to 2:
1 C -0.245
2 C 0.284

Entry from the OMol25 dataset: a structure of composition C21H32As2AuGeO9SSe (wB97M-V/def2-TZVPD).

Atoms and positions in Å:
Au1 3.99 0.27 -2.00
S1 5.32 2.98 -3.80
C1 4.76 1.83 -3.04
O1 2.93 -1.22 0.25
C2 3.18 -1.28 -0.91
C3 -2.72 -0.88 3.38
Ge1 -1.31 -0.40 4.62
C4 -1.89 0.61 6.17
C5 -0.13 -1.87 5.08
C6 -0.21 1.00 3.59
Se1 0.78 0.19 2.23
C7 2.46 0.02 3.15
H1 -3.33 -1.68 3.80
H2 -2.31 -1.23 2.43
H3 -3.36 -0.02 3.20
H4 -2.56 0.01 6.78
H5 -2.41 1.52 5.86
H6 -1.03 0.89 6.78
H7 -0.71 -2.64 5.59
H8 0.66 -1.55 5.76
H9 0.32 -2.33 4.20
H10 0.45 1.54 4.28
H11 -0.95 1.66 3.13
H12 2.27 -0.33 4.16
H13 2.94 1.00 3.17
H14 3.08 -0.69 2.61
C8 1.71 -4.55 -0.63
O2 0.83 -3.42 -0.89
C9 1.29 -2.38 -1.53
O3 2.65 -2.26 -1.75
C10 0.50 -1.34 -1.99
C11 -0.88 -1.24 -1.83
As1 -1.87 0.36 -2.34
C12 -3.27 0.36 -0.99
C13 -0.60 1.62 -1.47
C14 0.71 1.60 -1.71
As2 1.52 0.15 -2.72
C15 0.98 0.34 -4.58
C16 1.74 2.40 -0.96
O4 2.08 2.12 0.16
O5 2.36 3.40 -1.61
C17 1.99 3.77 -2.95
C18 -1.18 2.43 -0.34
O6 -1.07 1.96 0.77
O7 -1.83 3.55 -0.55
C19 -2.05 4.03 -1.89
C20 -1.64 -2.24 -1.01
O8 -1.84 -2.04 0.16
O9 -2.12 -3.33 -1.60
C21 -1.87 -3.57 -2.99
H15 1.04 -5.38 -0.42
H16 2.32 -4.32 0.24
H17 2.32 -4.76 -1.50
H18 -3.91 -0.50 -1.18
H19 -3.87 1.26 -1.12
H20 -2.88 0.29 0.02
H21 -0.09 0.54 -4.59
H22 1.20 -0.59 -5.10
H23 1.53 1.15 -5.03
H24 2.24 4.82 -3.05
H25 0.93 3.62 -3.13
H26 2.57 3.19 -3.67
H27 -2.31 5.08 -1.79
H28 -2.87 3.49 -2.36
H29 -1.15 3.94 -2.49
H30 -2.31 -4.54 -3.21
H31 -0.80 -3.60 -3.20
H32 -2.35 -2.81 -3.61

Results
E_HOMO (alpha / beta): -12.4 / -14.5 eV
Kohn-Sham gap (alpha / beta): 5.5577 / 6.1998 eV
2S+1: 4
Net charge: +2
E: -298768.9014 eV

These are the natural (NBO) partial charges, in e, on atoms 1 to 2:
1 Au 0.735
2 S 0.555

Entry from the OMol25 dataset: a structure of composition C21H32BeIN3O4S at a distorted geometry (wB97M-V/def2-TZVPD).

Atoms and positions in Å:
C1 1.92 -5.03 2.58
C2 1.26 -3.51 2.50
O1 1.70 -2.60 1.60
O2 0.20 -3.20 3.48
C3 -1.03 -2.74 2.83
C4 -1.89 -3.94 2.07
C5 -2.63 -3.22 0.76
C6 -3.94 -2.30 1.20
C7 -4.63 -1.48 -0.04
C8 -4.32 0.16 0.12
C9 -2.84 0.40 -0.54
C10 -2.20 1.91 -0.20
C11 -0.82 1.99 -1.14
C12 0.41 0.97 -0.80
O3 0.45 -0.04 0.28
C13 0.38 0.57 1.62
C14 1.20 1.98 1.78
C15 2.85 1.82 1.53
O4 1.08 2.35 3.23
C16 1.75 1.04 -1.79
I1 3.42 -0.37 -1.37
C17 1.79 2.14 -3.04
C18 3.08 2.22 -4.04
C19 4.30 3.18 -3.51
N1 4.82 2.79 -2.13
C20 0.51 3.16 -3.36
N2 0.34 4.19 -4.47
S1 -1.26 4.85 -4.17
N3 -1.96 4.06 -2.74
C21 -0.83 3.10 -2.39
H1 2.63 -5.03 3.51
H2 1.08 -5.83 2.76
H3 2.55 -5.23 1.59
H4 -0.85 -1.91 2.01
H5 -1.74 -2.28 3.66
H6 -2.73 -4.31 2.83
H7 -1.14 -4.80 1.77
H8 -2.97 -4.10 0.04
H9 -1.83 -2.59 0.14
H10 -4.78 -3.02 1.64
H11 -3.56 -1.58 2.07
H12 -5.76 -1.72 -0.23
H13 -4.04 -1.81 -1.02
H14 -5.18 0.69 -0.51
H15 -4.42 0.53 1.23
H16 -2.91 0.31 -1.72
H17 -2.13 -0.45 -0.16
H18 -1.99 2.08 0.93
H19 -3.02 2.69 -0.52
H20 -0.71 0.70 2.04
H21 0.91 -0.21 2.35
H22 0.74 2.89 1.19
H23 3.06 2.14 0.43
H24 3.14 0.69 1.70
H25 3.48 2.54 2.22
H26 1.95 2.12 3.71
H27 2.70 2.65 -5.09
H28 3.48 1.12 -4.29
H29 4.04 4.33 -3.52
H30 5.21 3.01 -4.27
H31 5.33 1.88 -2.22
H32 4.03 2.64 -1.46
Be1 2.31 -2.59 -2.71

Results
E_HOMO: -14.1 eV
Kohn-Sham gap: 3.1239 eV
Net charge: +2
E: -54255.3722 eV

These are the natural (NBO) partial charges, in e, on atoms 1 to 2:
1 C -0.728
2 C 0.826

What is the formula in the sixth record?
C21H32As2AuGeO9SSe

What did the second record say?
Entry from the OMol25 dataset: an isolated molecule of C21H31N5S at a distorted geometry (wB97M-V/def2-TZVPD).

Atoms and positions in Å:
C1 5.11 -0.73 -0.24
C2 4.66 -2.01 -0.14
S1 2.95 -2.09 -0.10
C3 2.83 -0.37 -0.24
C4 4.06 0.21 -0.30
H1 4.21 1.27 -0.37
C5 1.50 0.34 -0.22
C6 1.08 0.42 1.21
N1 1.26 1.47 1.97
N2 0.84 1.13 3.18
N3 0.40 -0.06 3.20
N4 0.54 -0.56 1.97
C7 0.09 -1.90 1.64
H2 0.30 -2.04 0.58
C8 -1.41 -2.05 1.95
C9 -1.45 -2.77 3.30
C10 -0.30 -3.76 3.18
H3 0.00 -4.17 4.14
H4 -0.59 -4.59 2.53
C11 0.81 -2.94 2.53
H5 1.50 -3.55 1.95
H6 1.38 -2.41 3.30
H7 -2.41 -3.25 3.48
H8 -1.25 -2.06 4.10
H9 -1.92 -1.09 1.98
H10 -1.87 -2.66 1.18
N5 0.51 -0.34 -1.05
C12 0.91 -0.53 -2.43
C13 0.69 0.71 -3.30
C14 -0.78 1.10 -3.26
H11 -0.95 1.99 -3.87
H12 -1.37 0.28 -3.69
C15 -1.27 1.35 -1.82
C16 -0.85 0.15 -0.95
H13 -1.06 0.37 0.10
H14 -1.49 -0.70 -1.23
C17 -0.75 2.71 -1.32
C18 -1.34 3.13 0.03
C19 -2.86 3.18 -0.05
C20 -3.42 1.84 -0.51
C21 -2.81 1.44 -1.85
H15 -3.22 0.47 -2.17
H16 -3.10 2.18 -2.60
H17 -3.21 1.07 0.24
H18 -4.50 1.90 -0.61
H19 -3.28 3.44 0.93
H20 -3.16 3.95 -0.76
H21 -1.03 2.44 0.81
H22 -0.95 4.11 0.30
H23 0.34 2.70 -1.24
H24 -1.02 3.46 -2.06
H25 1.32 1.53 -2.94
H26 0.99 0.48 -4.33
H27 1.96 -0.83 -2.46
H28 0.31 -1.35 -2.82
H29 1.70 1.39 -0.52
H30 5.23 -2.92 -0.09
H31 6.15 -0.46 -0.28

Results
SMILES: c1csc([C@H](c2nnnn2C2CCCC2)N2CCCC3(CCCCC3)C2)c1
E_HOMO: -8.7 eV
Kohn-Sham gap: 9.2404 eV
E: -40565.6663 eV

These are the natural (NBO) partial charges, in e, on atoms 1 to 2:
1 C -0.252
2 C -0.404

Which formula does entry 3 have?
C21H31N7O9Sm